This record from OMol25 describes an isolated molecule of C4H10N2O2 at a distorted geometry. The level of theory is ωB97M-V/def2-TZVPD.

Last column: Mulliken charge in e.
Element x y z (Å)
C (-0.426762, 1.194557, 1.020952)  0.528
H (1.922789, -1.995920, 0.448622)  0.323
C (0.888782, -0.260995, -0.565491)  0.163
H (2.040894, -2.055717, -1.332124)  0.373
H (0.152729, 1.047012, -1.912135)  0.223
H (-1.232004, -0.653923, -1.209635)  0.411
N (-0.231504, -0.146468, 0.302575)  -0.035
C (1.377435, -1.854499, -0.487596)  -1.129
O (0.297670, 2.168136, 0.850199)  -0.547
H (-2.246004, 0.389166, 1.889925)  0.299
N (0.493805, 0.084246, -1.911589)  -0.804
O (-1.426295, -0.656905, -0.247148)  -0.430
H (0.550175, -2.565224, -0.546590)  0.275
H (1.739120, 0.331745, -0.223646)  0.450
H (-1.305612, 1.468156, 2.937301)  0.289
C (-1.642504, 1.298501, 1.910851)  -0.914
H (-2.266460, 2.137625, 1.590005)  0.273
H (1.313746, 0.070507, -2.514477)  0.254

Forces on atoms 1 to 2 (eV/Å):
C 0.064 -0.055 -2.060
H -0.123 0.046 -0.132

Properties
**LUMO level**: 0.9 eV
**SMILES**: CC(=O)N(O)[C@@H](C)N
**Total energy**: -11383.5336 eV
**E_HOMO**: -8.9 eV
**Kohn-Sham gap**: 9.74 eV
**Relative energy (zero: lowest compared OMol25 entry of this formula, charge and spin)**: 325.08 kJ/mol



This record from OMol25 describes a cluster of 2 separate species, C4H10N2O3 in total at a distorted geometry. The level of theory is ωB97M-V/def2-TZVPD.

Last column: Mulliken charge in e.
Element x y z (Å)
H (2.295883, -1.497007, -0.902541)  0.156
O (-0.875870, 0.553330, 1.735531)  -0.543
C (-2.866018, 0.036865, -0.522679)  -1.088
O (1.536810, -0.252787, 1.853264)  -0.551
C (-1.974257, 1.353302, -0.135816)  -0.615
H (-2.394062, 2.009952, 0.560696)  0.330
H (0.334302, -0.035801, -1.183900)  0.364
H (2.799782, -1.859469, 0.674455)  0.240
O (1.127876, -0.473565, -2.651780)  -0.750
H (-2.428987, -0.603821, -1.135054)  0.368
C (1.348160, -0.502213, 0.669874)  0.378
H (-1.810923, 1.807135, -1.054733)  0.311
H (-3.175989, -0.456579, 0.441412)  0.285
H (1.367087, 0.471943, -2.927468)  0.351
H (-3.850173, 0.287633, -0.982100)  0.327
C (-0.748697, 0.757615, 0.528794)  0.534
N (2.138714, -1.399229, 0.026273)  -0.332
H (0.287141, -0.611849, -3.128894)  0.329
N (0.391327, 0.256174, -0.183277)  -0.096

Forces on atoms 1 to 2 (eV/Å):
H 0.041 -0.109 -3.203
O 0.219 0.676 -1.697

Properties
**LUMO level**: 0.0 eV
**SMILES**: CCC(=O)NC(N)=O.O
**Total energy**: -13432.5546 eV
**E_HOMO**: -8.8 eV
**Kohn-Sham gap**: 8.80 eV
**Relative energy (zero: lowest compared OMol25 entry of this formula, charge and spin)**: 125.60 kJ/mol



This record from OMol25 describes a structure of composition C4H10N2O3. The level of theory is ωB97M-V/def2-TZVPD.

Last column: Mulliken charge in e.
Element x y z (Å)
C (0.990723, -1.274861, 1.192751)  -1.448
H (1.591406, -0.747296, -1.515247)  0.332
H (0.447792, 1.241498, -1.742913)  0.247
O (0.204252, 1.444893, 1.383334)  -0.733
C (0.072573, -0.867003, 0.048692)  1.568
O (-2.484048, 1.492823, 1.011870)  -0.381
H (0.713628, -2.276299, -1.448877)  0.399
O (-1.200873, -1.127831, 0.222835)  -0.559
C (0.608831, -1.193012, -1.344286)  -1.727
H (-2.209247, 0.801401, -0.745786)  0.279
H (1.101657, -2.362734, 1.203179)  0.399
N (-1.754373, 0.718097, 0.169272)  -0.070
H (-1.884614, 1.566842, 1.787183)  0.369
H (1.978649, -0.823782, 1.082225)  0.315
H (0.566691, -0.950619, 2.140010)  0.348
N (0.343141, 1.741553, -0.874982)  -0.476
C (-0.049792, 1.033522, 0.254247)  0.459
H (-0.084981, -0.862590, -2.121262)  0.422
H (1.048587, 2.445397, -0.702248)  0.256

Forces on atoms 1 to 2 (eV/Å):
C -0.065 0.083 -0.061
H -0.028 -0.001 0.013

Properties
**LUMO level (spin up / spin down)**: -1.0 / -0.6 eV
**Total energy**: -13427.7015 eV
**E_HOMO (spin up / spin down)**: -8.7 / -8.4 eV
**Kohn-Sham gap (spin up / spin down)**: 7.67 / 7.75 eV
**Relative energy (zero: lowest compared OMol25 entry of this formula, charge and spin)**: 593.85 kJ/mol



This record from OMol25 describes a cluster of 2 separate species, C4H10N2O3 in total at a distorted geometry. The level of theory is ωB97M-V/def2-TZVPD.

Last column: Mulliken charge in e.
Element x y z (Å)
O (1.781493, -0.425089, 0.753553)  -0.480
H (0.963474, -1.963420, -1.803515)  0.480
C (-0.610085, 1.142603, -1.817560)  -1.078
H (0.112001, 1.554625, -2.519092)  0.313
H (-0.647748, 1.797143, -0.947182)  0.253
C (-0.213528, -0.243590, -1.409936)  0.616
H (-1.843898, -0.718755, 3.115722)  0.257
C (0.771332, -0.923099, -2.008336)  -1.208
C (-0.308608, -0.824686, 1.805466)  0.638
O (0.492682, 1.419104, 1.269769)  -0.459
N (-1.261722, -0.160209, 2.514731)  -0.394
O (0.035191, -1.967188, 1.985312)  -0.578
H (1.667508, -1.082592, 0.029487)  0.366
H (1.318084, 1.681661, 1.711741)  0.312
H (1.443918, -0.440082, -2.701598)  0.203
H (-1.013238, -0.784457, -0.840616)  0.177
H (-1.587344, 0.728651, 2.173458)  0.213
N (0.499893, 0.057645, 0.962989)  0.085
H (-1.599403, 1.151734, -2.274394)  0.284

Forces on atoms 1 to 2 (eV/Å):
O -0.284 -0.034 0.284
H -0.118 -0.305 -0.017

Properties
**LUMO level**: 0.7 eV
**SMILES**: NC(=O)N(O)O.C=CC
**Total energy**: -13429.1495 eV
**E_HOMO**: -8.9 eV
**Kohn-Sham gap**: 9.53 eV
**Relative energy (zero: lowest compared OMol25 entry of this formula, charge and spin)**: 454.14 kJ/mol



What is the total energy in the third record?
-13427.7015 eV



Which of these has the highest relative energy (zero: lowest compared OMol25 entry of this formula, charge and spin)?
number 3



Number 1 is which compound?
C4H10N2O2